[1]
ORCA calculation (ωB97M-V with the def2-TZVPD basis set) on 2 unconnected molecules or ions with the total composition C5H14 in a non-equilibrium geometry.

gap between HOMO and LUMO	12.481	eV
structure (SMILES)	CCC.CC
maximum force	1.60	eV/Å
molecular weight	74.17	g mol⁻¹
highest occupied orbital energy	-11.338	eV
energy relative to the best compared isomer or geometry (same formula, charge and spin)	40.84	kJ/mol
total energy	-198.8736	Eh

ORCA input file:
```
! RIJCOSX wB97M-V def2-TZVPD def2/J DEFGRID3
* xyz 0 1
C 0.85727 1.88097 1.47701
C 1.76186 1.72667 0.25498
C -1.54503 -1.65916 -1.18784
C -2.13978 -2.08052 0.17405
C 1.47445 0.57569 -0.66447
H 0.62783 2.91822 1.75072
H 1.75577 2.60273 -0.39929
H 1.31254 1.43433 2.35875
H 2.76063 1.66062 0.69078
H 1.35764 -0.42664 -0.22908
H -3.19633 -1.85839 0.24990
H -1.65159 -2.49748 -1.87741
H -0.18076 1.53141 1.39709
H 2.29483 0.40815 -1.36730
H -1.91200 -3.12780 0.36655
H -0.49232 -1.41337 -1.11902
H -1.56529 -1.56419 0.94679
H -2.05789 -0.79614 -1.60795
H 0.53818 0.68492 -1.21426
*
```

***

[2]
ORCA calculation (ωB97M-V with the def2-TZVPD basis set) on 2 unconnected molecules or ions with the total composition C5H14 in a non-equilibrium geometry.

gap between HOMO and LUMO	11.919	eV
structure (SMILES)	CCC.CC
maximum force	4.31	eV/Å
molecular weight	74.17	g mol⁻¹
highest occupied orbital energy	-10.806	eV
energy relative to the best compared isomer or geometry (same formula, charge and spin)	208.15	kJ/mol
total energy	-198.8099	Eh

ORCA input file:
```
! RIJCOSX wB97M-V def2-TZVPD def2/J DEFGRID3
* xyz 0 1
C -1.35558 -0.22658 -1.71168
C 1.16629 -0.72698 1.49567
C 0.93470 1.50196 0.31041
C 1.65582 0.11135 0.25736
C -1.97413 -0.32427 -0.30099
H 1.49397 -1.87113 1.17796
H 0.08308 1.54390 -0.44388
H 1.60251 2.35696 -0.00178
H 2.77092 0.08730 0.07790
H -1.53481 0.90297 -2.02119
H -1.86077 -1.04963 -2.45552
H -2.47377 -1.36555 -0.17078
H 1.40853 -0.45116 -0.63443
H 0.81154 1.71252 1.35495
H 1.53028 -0.59510 2.54157
H -2.79008 0.34615 0.06038
H -0.26394 -0.64841 -1.66934
H -1.24592 -0.42625 0.51594
H 0.04138 -0.87806 1.61745
*
```

***

[3]
ORCA calculation (ωB97M-V with the def2-TZVPD basis set) on 2 unconnected molecules or ions with the total composition C5H14 in a non-equilibrium geometry.

gap between HOMO and LUMO	12.312	eV
structure (SMILES)	CCC.CC
maximum force	1.36	eV/Å
molecular weight	74.17	g mol⁻¹
highest occupied orbital energy	-11.176	eV
energy relative to the best compared isomer or geometry (same formula, charge and spin)	34.04	kJ/mol
total energy	-198.8762	Eh

ORCA input file:
```
! RIJCOSX wB97M-V def2-TZVPD def2/J DEFGRID3
* xyz 0 1
C 0.61365 -1.58550 0.71684
C -0.86397 2.16184 -0.65228
C -2.04164 3.10584 -0.41489
C 1.08873 -0.93455 -0.59851
C 1.26175 -2.93481 1.02637
H 2.32235 -2.84478 0.77310
H 0.92133 -3.79392 0.44717
H -1.79447 4.15608 -0.30560
H -1.22850 1.14308 -0.58654
H -2.77722 3.07922 -1.22514
H -2.60649 2.82080 0.47688
H -0.41233 2.37003 -1.62224
H 0.29930 -0.98972 -1.34668
H -0.46371 -1.74617 0.58042
H 0.65828 -0.89172 1.55485
H -0.09202 2.34846 0.09236
H 1.43776 0.09476 -0.61410
H 1.12437 -3.16716 2.08033
H 1.94280 -1.51385 -0.96373
*
```

***

[4]
ORCA calculation (ωB97M-V with the def2-TZVPD basis set) on 2 unconnected molecules or ions with the total composition C5H14 in a non-equilibrium geometry.

gap between HOMO and LUMO	12.073	eV
structure (SMILES)	CCC.CC
maximum force	5.10	eV/Å
molecular weight	74.17	g mol⁻¹
highest occupied orbital energy	-11.002	eV
energy relative to the best compared isomer or geometry (same formula, charge and spin)	206.20	kJ/mol
total energy	-198.8106	Eh

ORCA input file:
```
! RIJCOSX wB97M-V def2-TZVPD def2/J DEFGRID3
* xyz 0 1
C 1.31162 -2.25787 -2.35943
C -1.48554 2.31246 1.79975
C -0.07817 1.70152 1.96382
C -0.19012 -2.47564 -1.89239
C 0.36686 0.92164 0.80561
H -1.61333 2.91122 0.81423
H -0.35494 -2.19706 -0.82329
H -0.62074 -3.38436 -2.27968
H 1.27028 -2.16223 -3.59551
H 0.70242 1.33630 -0.18621
H -0.12360 0.85305 2.76743
H -2.36994 1.52426 1.65515
H 0.75921 2.57728 2.23021
H 1.98588 -3.08432 -2.22685
H 1.80354 -1.35104 -1.86578
H -1.64503 3.01387 2.50621
H 1.42256 0.56024 1.06039
H -0.62423 -1.73063 -2.59862
H -0.14002 -0.07930 0.63812
*
```

***

[5]
ORCA calculation (ωB97M-V with the def2-TZVPD basis set) on 2 unconnected molecules or ions with the total composition C5H14 in a non-equilibrium geometry.

gap between HOMO and LUMO	11.951	eV
structure (SMILES)	CCC.CC
maximum force	4.39	eV/Å
molecular weight	74.17	g mol⁻¹
highest occupied orbital energy	-10.862	eV
energy relative to the best compared isomer or geometry (same formula, charge and spin)	142.08	kJ/mol
total energy	-198.8350	Eh

ORCA input file:
```
! RIJCOSX wB97M-V def2-TZVPD def2/J DEFGRID3
* xyz 0 1
C 1.17403 -0.89495 -1.40068
C -0.80139 2.02318 1.64074
C -0.04289 -2.59056 0.08447
C -0.26794 2.77779 0.51610
C -0.12000 -1.48782 -0.93744
H -1.85318 1.87864 1.71272
H 1.62208 -0.32253 -0.71704
H 0.12170 3.77037 0.92016
H 1.02593 -0.25517 -2.23401
H 0.11522 -2.07963 1.05871
H 0.84108 -3.18963 -0.03711
H -0.81793 2.85447 -0.49076
H -0.31244 0.92338 1.62696
H -0.68067 -0.55380 -0.39478
H -1.01177 -3.09380 -0.01286
H -0.77395 -1.87410 -1.73767
H 0.63766 2.21022 0.09452
H -0.39005 2.45662 2.54105
H 1.82539 -1.69088 -1.74896
*
```

***

[6]
ORCA calculation (ωB97M-V with the def2-TZVPD basis set) on 2 unconnected molecules or ions with the total composition C5H14 in a non-equilibrium geometry.

gap between HOMO and LUMO	12.265	eV
structure (SMILES)	CCC.CC
maximum force	3.25	eV/Å
molecular weight	74.17	g mol⁻¹
highest occupied orbital energy	-11.141	eV
energy relative to the best compared isomer or geometry (same formula, charge and spin)	94.32	kJ/mol
total energy	-198.8532	Eh

ORCA input file:
```
! RIJCOSX wB97M-V def2-TZVPD def2/J DEFGRID3
* xyz 0 1
C -2.23558 1.05184 -0.07791
C -1.11088 0.51685 -0.99869
C 2.12598 0.41896 1.32258
C 2.48575 -1.04031 1.10396
C -1.41112 -0.85151 -1.49859
H -2.00451 2.11568 0.02309
H -2.32505 0.64220 0.92257
H -0.99511 1.17316 -1.86773
H 2.09785 -1.62263 0.26641
H 1.87547 0.44544 2.39804
H 2.49409 -1.66851 1.99070
H -3.25058 0.92218 -0.46590
H 3.54994 -1.03398 0.79301
H 1.17563 0.64189 0.84480
H -1.45073 -1.65485 -0.72589
H 2.91385 1.15856 1.24520
H -2.40756 -0.92653 -1.94756
H -0.73787 -1.46699 -2.10485
H -0.19994 0.67096 -0.42983
*
```

***

[7]
ORCA calculation (ωB97M-V with the def2-TZVPD basis set) on 2 unconnected molecules or ions with the total composition C5H14 in a non-equilibrium geometry.

gap between HOMO and LUMO	11.426	eV
structure (SMILES)	CCC.CC
maximum force	4.72	eV/Å
molecular weight	74.17	g mol⁻¹
highest occupied orbital energy	-10.401	eV
energy relative to the best compared isomer or geometry (same formula, charge and spin)	130.40	kJ/mol
total energy	-198.8395	Eh

ORCA input file:
```
! RIJCOSX wB97M-V def2-TZVPD def2/J DEFGRID3
* xyz 0 1
C -2.85364 -0.08859 1.05024
C 1.59823 -0.26779 -0.36915
C 1.99876 -1.09228 -1.54029
C 2.58493 0.01521 0.66809
C -2.89166 1.19747 0.23468
H 1.26262 0.77380 -0.77289
H 2.25086 0.72330 1.43300
H 1.74509 -0.41032 -2.41837
H 1.32617 -1.84094 -1.63659
H -1.97285 1.70231 0.35892
H -2.75658 0.04328 2.08345
H -3.67355 1.82559 0.45675
H -3.82938 -0.50543 1.02054
H -2.08199 -0.74615 0.58746
H 0.57103 -0.61957 -0.04333
H 3.07268 -1.23018 -1.66818
H 3.47715 0.50457 0.29499
H -2.74190 0.91033 -0.84682
H 2.91404 -0.89461 1.10751
*
```

***

[8]
ORCA calculation (ωB97M-V with the def2-TZVPD basis set) on 2 unconnected molecules or ions with the total composition C5H14 in a non-equilibrium geometry.

gap between HOMO and LUMO	12.184	eV
structure (SMILES)	CCC.CC
maximum force	4.01	eV/Å
molecular weight	74.17	g mol⁻¹
highest occupied orbital energy	-11.040	eV
energy relative to the best compared isomer or geometry (same formula, charge and spin)	69.08	kJ/mol
total energy	-198.8628	Eh

ORCA input file:
```
! RIJCOSX wB97M-V def2-TZVPD def2/J DEFGRID3
* xyz 0 1
C -1.44309 -2.09979 -1.17315
C -2.65640 -1.24921 -0.84976
C 0.41734 0.61121 0.62156
C 2.82289 1.29638 0.83948
C 1.35009 1.78237 0.88931
H 0.33053 0.48335 -0.47701
H -2.97093 -1.22425 0.19424
H -0.63644 0.78363 0.83166
H -2.50811 -0.17955 -1.10285
H 3.13999 1.63416 -0.16504
H -0.47559 -1.84166 -0.75649
H 0.73247 -0.36528 0.99190
H -3.57391 -1.56633 -1.36914
H -1.29610 -2.02049 -2.26649
H 3.04177 0.30636 1.17519
H 3.32674 2.00140 1.55557
H -1.71244 -3.12117 -0.89271
H 1.00467 2.25708 1.82024
H 1.10651 2.51177 0.13351
*
```

***

[9]
ORCA calculation (ωB97M-V with the def2-TZVPD basis set) on 2 unconnected molecules or ions with the total composition C5H14 in a non-equilibrium geometry.

gap between HOMO and LUMO	11.774	eV
structure (SMILES)	CCC.CC
maximum force	6.41	eV/Å
molecular weight	74.17	g mol⁻¹
highest occupied orbital energy	-10.637	eV
energy relative to the best compared isomer or geometry (same formula, charge and spin)	228.79	kJ/mol
total energy	-198.8020	Eh

ORCA input file:
```
! RIJCOSX wB97M-V def2-TZVPD def2/J DEFGRID3
* xyz 0 1
C 1.76249 -1.03567 -0.68721
C 0.47443 -1.08282 -1.65595
C -0.93968 0.53945 2.79000
C -1.04818 1.16991 1.44605
C -0.17285 0.35846 -1.97729
H -0.20162 -0.20391 2.86594
H 2.43520 -1.88365 -0.58419
H -1.84418 -0.04226 2.95475
H -0.93959 0.81887 -1.23246
H 1.35711 -0.84363 0.32921
H -0.92414 1.21170 3.53945
H -0.65240 -0.04561 -2.78269
H 0.54994 1.03312 -2.24486
H -2.09741 1.55430 1.18093
H -0.24028 1.72586 0.89579
H 2.32235 -0.25563 -1.02965
H 0.98605 -1.45518 -2.51983
H -0.94366 0.38439 0.54925
H -0.26465 -1.69440 -1.41529
*
```

***

[10]
ORCA calculation (ωB97M-V with the def2-TZVPD basis set) on 2 unconnected molecules or ions with the total composition C5H14.

gap between HOMO and LUMO	12.347	eV
structure (SMILES)	CCC.CC
maximum force	0.65	eV/Å
molecular weight	74.17	g mol⁻¹
highest occupied orbital energy	-11.214	eV
energy relative to the best compared isomer or geometry (same formula, charge and spin)	29.11	kJ/mol
total energy	-198.8781	Eh

ORCA input file:
```
! RIJCOSX wB97M-V def2-TZVPD def2/J DEFGRID3
* xyz 0 1
C 0.00058 1.68741 0.25989
C -0.42492 2.28958 -1.09605
C 1.47598 1.91251 0.58378
C -0.84739 -3.27479 0.57241
C -0.26388 -2.17135 -0.30032
H -0.61005 2.08630 1.07515
H -0.96444 1.55934 -1.69501
H 0.46875 2.58531 -1.64262
H 2.12212 1.12286 0.18840
H 1.83084 2.88664 0.23893
H -0.99061 -4.20478 0.01817
H 0.31395 -2.57527 -1.13577
H -0.98815 -1.46236 -0.69440
H 1.63985 1.86501 1.66076
H -1.00649 3.19709 -0.96240
H -0.17216 -3.50795 1.39518
H -1.82900 -3.04249 0.99090
H -0.22204 0.62045 0.30104
H 0.46704 -1.57351 0.24196
*
```